Below is C25H33N3O4 in the gas phase, with properties calculated with ωB97M-V with the def2-TZVPD basis set.

Structure (XYZ):
```
65
Properties=species:S:1:pos:R:3
C 0.989 3.380 6.233
C 2.482 3.252 5.951
C 2.851 1.947 5.248
C 2.635 0.718 6.132
H 3.201 0.816 7.062
H 1.573 0.604 6.365
O 3.154 -0.457 5.521
C 2.493 -0.926 4.415
C 3.251 -1.178 3.276
C 2.674 -1.676 2.125
C 1.303 -1.898 2.076
C 0.542 -1.685 3.218
C 1.122 -1.226 4.392
O 0.303 -1.068 5.495
C 0.587 -1.960 6.558
H -0.081 -1.682 7.371
H 1.626 -1.883 6.891
H 0.387 -2.994 6.257
H -0.516 -1.902 3.224
C 0.692 -2.497 0.849
O 1.083 -3.562 0.406
N -0.344 -1.820 0.295
C -0.670 -0.436 0.545
H -0.106 -0.065 1.400
C -0.328 0.395 -0.705
N -0.976 -0.086 -1.911
C -2.392 0.222 -2.005
C -2.884 0.162 -3.457
O -4.033 -0.109 -3.728
N -1.903 0.473 -4.335
C -1.941 0.520 -5.732
C -0.755 0.791 -6.409
C -0.736 0.850 -7.789
C -1.892 0.640 -8.528
C -3.071 0.370 -7.842
C -3.107 0.309 -6.463
H -4.028 0.097 -5.946
H -3.981 0.203 -8.400
C -1.884 0.712 -10.025
H -2.381 -0.156 -10.453
H -2.418 1.600 -10.362
H -0.867 0.757 -10.407
H 0.194 1.061 -8.297
H 0.154 0.954 -5.847
H -0.997 0.635 -3.908
H -3.045 -0.432 -1.411
H -2.551 1.249 -1.661
C -0.677 -1.498 -2.109
C -0.999 -2.358 -0.881
H -0.638 -3.377 -1.027
H -2.080 -2.381 -0.702
H -1.236 -1.862 -2.972
H 0.393 -1.580 -2.325
H -0.601 1.440 -0.545
H 0.753 0.341 -0.873
H -1.741 -0.354 0.764
H 3.278 -1.884 1.256
H 4.311 -0.977 3.321
H 3.904 1.977 4.957
H 2.255 1.837 4.338
H 2.794 4.084 5.316
H 3.038 3.326 6.889
H 0.416 3.257 5.317
H 0.658 2.631 6.948
H 0.768 4.361 6.646
```

Results
- E_LUMO: 0.511 eV
- Charge: 0
- Spin multiplicity: 1
- Maximum force: 0.60 eV/A
- Highest occupied orbital energy: -8.23 eV
- Electronic energy: -39121.268 eV